[1]
Below is a cluster of 2 separate species, C9H19BNO4 in total, with properties calculated with ωB97M-V/def2-TZVPD.

Geometry as ORCA input:
```
! wB97M-V def2-TZVPD RIJCOSX def2/J DEFGRID3
* xyz 1 1
C 0.79909 -0.72110 -0.87631
B 0.22037 0.21211 0.22967
O -0.72484 -0.29967 1.05273
C 0.74411 1.71840 0.51041
C 0.78029 2.61668 -0.72595
C 1.95208 2.39006 -1.69201
C 3.21149 1.84399 -1.00804
C 3.27512 2.24455 0.44444
N 2.11942 1.65069 1.20619
H 1.61705 -1.33415 -0.48907
H 0.02396 -1.41633 -1.19685
H 1.16647 -0.17832 -1.74194
H -1.06991 0.32947 1.69132
H 0.08730 2.19109 1.24274
H 0.74585 3.66391 -0.42721
H -0.15685 2.43456 -1.25463
H 2.20154 3.34445 -2.15126
H 1.66207 1.73357 -2.50633
H 4.09158 2.27396 -1.48323
H 3.29634 0.76139 -1.10479
H 3.22351 3.32443 0.56904
H 4.18487 1.89350 0.92623
H 2.05471 2.12297 2.10549
H 2.34039 0.67985 1.42412
C -2.86771 -2.97931 0.43250
C -3.98751 -3.06758 1.45676
O -5.09207 -3.48928 0.65712
C -4.62010 -4.10832 -0.45495
O -5.27751 -4.70949 -1.23102
O -3.27308 -3.93915 -0.54124
H -1.88953 -3.24458 0.82456
H -2.81676 -1.99758 -0.04225
H -3.79433 -3.82348 2.21948
H -4.22741 -2.12129 1.93427
*
```

Computed properties:
Kohn-Sham gap, eV: 9.154


[2]
Below is a structure of composition C29H35AsBCoN3O3P at a distorted geometry, with properties calculated with ωB97M-V/def2-TZVPD.

Geometry as ORCA input:
```
! wB97M-V def2-TZVPD RIJCOSX def2/J DEFGRID3
* xyz 1 2
Co -0.09714 -0.35544 -0.00736
C 4.94872 -1.53114 -0.54679
O 3.80888 -0.91336 -1.17367
C 2.60189 -1.08815 -0.70247
O 1.64537 -0.51543 -1.21324
N 2.41641 -1.92352 0.34649
N 1.11841 -2.04260 0.86260
H 5.81124 -1.15599 -1.08297
H 4.90828 -2.61587 -0.64665
H 5.02627 -1.23174 0.49888
H 3.17027 -2.40414 0.80511
H 1.12163 -1.81850 1.85325
H 0.78006 -2.98801 0.72236
O -0.39398 1.33650 -1.19903
H 0.44117 1.40811 -1.68665
H -0.48605 2.15882 -0.69049
B 1.37019 3.32757 1.54814
C 0.85042 1.86639 1.57780
N 0.45523 0.78320 1.45072
H 2.11558 3.36021 0.58218
H 0.39146 4.01805 1.33543
H 1.96842 3.61738 2.55114
C -2.83261 -2.63584 0.43636
C -2.04087 -3.85590 -0.02423
As -2.97126 -5.60726 0.16166
C -3.52369 -5.47462 2.02531
C -2.73992 -4.84274 2.98638
C -3.11449 -4.84833 4.32426
C -4.27153 -5.50466 4.71809
C -5.05268 -6.15288 3.77032
C -4.67576 -6.14534 2.43482
C -4.60927 -5.04547 -0.74811
C -5.65528 -4.35066 -0.14018
C -6.73108 -3.89732 -0.89404
C -6.78133 -4.14751 -2.26050
C -5.75045 -4.84771 -2.87182
C -4.67029 -5.29024 -2.11875
P -2.22469 -1.06581 -0.28249
C -3.43759 0.11629 0.36248
C -3.39650 0.34808 1.74020
C -4.33191 1.17526 2.33918
C -5.30633 1.79045 1.56372
C -5.32426 1.59775 0.19056
C -4.39140 0.76639 -0.41483
C -2.56649 -1.30421 -2.04540
C -1.52296 -1.16030 -2.96109
C -1.74833 -1.33236 -4.31954
C -3.02212 -1.64674 -4.77042
C -4.05872 -1.82300 -3.86215
C -3.83592 -1.66305 -2.50375
H -2.82413 -2.55037 1.52331
H -3.87374 -2.69753 0.12040
H -1.08888 -3.92439 0.50850
H -1.80826 -3.78863 -1.09022
H -1.81968 -4.34522 2.69742
H -2.50201 -4.34274 5.06041
H -4.55759 -5.52182 5.76186
H -5.95589 -6.66761 4.07256
H -5.28308 -6.66394 1.70190
H -5.64138 -4.16848 0.92739
H -7.52960 -3.34656 -0.41288
H -7.62692 -3.80393 -2.84339
H -5.78612 -5.05187 -3.93495
H -3.86782 -5.83876 -2.60079
H -2.62544 -0.11806 2.34576
H -4.29225 1.34236 3.40766
H -6.04347 2.43272 2.02768
H -6.06986 2.09354 -0.41739
H -4.40773 0.63037 -1.48788
H -0.52666 -0.91543 -2.61196
H -0.93416 -1.21532 -5.02320
H -3.20987 -1.75690 -5.83101
H -5.04942 -2.08618 -4.21162
H -4.65388 -1.82341 -1.80863
*
```

Computed properties:
Kohn-Sham gap (spin up / spin down), eV: 6.611 / 7.462
Expectation value of S²: 0.77


[3]
Below is a cluster of 2 separate species, C3H4Cl2Si in total at a distorted geometry, with properties calculated with ωB97M-V/def2-TZVPD.

Geometry as ORCA input:
```
! wB97M-V def2-TZVPD RIJCOSX def2/J DEFGRID3
* xyz 0 1
C -0.53362 0.93591 0.06558
C 0.33865 -0.11173 0.07370
C -1.12976 -0.40987 0.04969
Si 1.97263 -0.66861 0.74737
Cl -2.25389 1.81912 -2.14110
Cl 3.72220 0.27442 0.61690
H -0.93646 1.66196 -0.58178
H -1.68036 -0.74958 0.92462
H -1.37301 -0.61934 -0.99401
H 1.87361 -2.13226 1.23904
*
```

Computed properties:
Kohn-Sham gap, eV: 4.992


[4]
Below is a cluster of 2 separate species, C5H5ClO in total at a distorted geometry, with properties calculated with ωB97M-V/def2-TZVPD.

Geometry as ORCA input:
```
! wB97M-V def2-TZVPD RIJCOSX def2/J DEFGRID3
* xyz 0 1
C -2.35880 -0.73254 0.12311
C -1.39660 0.07928 0.12082
C -3.44474 -1.33940 0.08622
C -0.25055 0.69587 0.00588
C 1.12416 0.06863 -0.06005
O -0.22751 2.10168 0.18787
Cl -5.31236 0.35853 0.31296
H -3.94407 -2.23921 0.29271
H 1.89581 0.49756 -0.63433
H 1.68208 0.12004 0.83911
H 0.96894 -0.97720 -0.54600
H 0.47468 2.33355 -0.38998
*
```

Computed properties:
Kohn-Sham gap (spin up / spin down), eV: 7.425 / 7.426


[5]
Below is a structure of composition C25H47B3F3N3O32S8 at a distorted geometry, with properties calculated with ωB97M-V/def2-TZVPD.

Geometry as ORCA input:
```
! wB97M-V def2-TZVPD RIJCOSX def2/J DEFGRID3
* xyz 0 1
C -5.92780 -2.74360 -0.16841
C -6.59565 -1.85217 -1.28828
N -5.82560 -0.64418 -1.66451
B -5.58725 0.28193 -0.57832
O -4.65117 1.34579 -0.82688
B -3.62222 1.10541 0.12524
C -2.13693 0.84238 -0.39719
C -1.14090 0.67809 0.82167
C 0.15208 -0.12584 0.39302
C 0.38792 -1.33377 1.42173
S 0.54001 -2.88419 0.44063
C -1.03544 -3.73745 0.41509
N -1.53654 -4.14453 -0.76300
N -2.71666 -4.80679 -0.52855
C -2.87557 -4.75180 0.78766
O -1.87352 -4.09589 1.45355
O -4.02855 1.11514 1.48883
B -5.18919 0.31890 1.67281
C -5.26661 -0.47800 3.08214
C -4.59414 -1.90409 2.94672
C -3.96954 -2.44691 4.28745
F -2.64294 -2.70392 4.04184
F -4.11734 -1.61871 5.35613
F -4.56626 -3.66198 4.58772
O -6.21895 0.26949 0.69657
H -4.82488 -2.55403 -0.07951
H -6.47279 -2.51335 0.78821
H -6.04719 -3.84255 -0.33623
H -6.68342 -2.51761 -2.19831
H -7.65318 -1.59957 -1.00910
H -4.95321 -0.87282 -2.14074
H -1.81549 1.72846 -1.00962
H -2.08720 -0.04494 -1.07820
H -1.65273 0.23840 1.70892
H -0.79829 1.70263 1.14072
H 0.08402 -0.51159 -0.65457
H 1.05097 0.54385 0.40548
H 1.37149 -1.11206 1.91880
H -0.37440 -1.36629 2.23139
H -3.70691 -5.19231 1.36679
H -6.33017 -0.60101 3.40016
H -4.70890 0.17767 3.80621
H -5.37582 -2.64169 2.65263
H -3.79432 -1.81126 2.16470
C 3.84927 0.28374 -3.59038
C 2.36437 0.02532 -3.71859
O 1.81314 0.43602 -2.46560
S 2.67543 1.66544 -1.88314
O 2.00539 2.87722 -2.21852
O 3.06812 1.34632 -0.55482
O 3.95734 1.51464 -2.85145
H 4.33723 -0.50367 -3.01335
H 4.33515 0.37757 -4.55469
H 2.13961 -1.02178 -3.91148
H 1.91985 0.64268 -4.50386
C -9.85167 -5.58050 -4.41476
C -8.62180 -5.85239 -5.25902
O -7.93169 -4.60140 -5.31333
S -8.17615 -3.80059 -3.93413
O -7.05773 -4.02394 -3.07795
O -8.64933 -2.49968 -4.24690
O -9.40947 -4.68691 -3.38951
H -10.62761 -5.07597 -4.99551
H -10.26114 -6.48917 -3.97710
H -8.87181 -6.19707 -6.26028
H -7.96434 -6.58113 -4.77783
C 5.75012 2.30617 2.62579
C 4.23616 2.32169 2.64892
O 3.87337 1.35402 3.64391
S 5.00145 1.33504 4.79634
O 4.55664 2.14794 5.87611
O 5.43546 -0.00715 4.97776
O 6.14296 2.14666 3.99340
H 6.12941 1.45113 2.06037
H 6.16502 3.22424 2.21371
H 3.80293 2.06477 1.68487
H 3.85719 3.29107 2.96773
C 8.02128 3.50757 -3.05606
C 9.03231 2.45038 -3.44786
O 8.53806 1.23677 -2.87363
S 6.92559 1.27823 -2.85847
O 6.45492 0.56668 -3.99719
O 6.48487 0.99819 -1.53773
O 6.74963 2.85640 -3.14202
H 8.16893 3.83287 -2.02354
H 8.05164 4.37327 -3.71510
H 10.03156 2.67411 -3.07867
H 9.06740 2.32075 -4.53303
C -6.93137 -1.50087 6.26624
C -8.24726 -1.62263 5.52288
O -9.25052 -1.36929 6.50831
S -8.67778 -0.31158 7.58771
O -9.13993 0.98608 7.23477
O -8.85185 -0.85958 8.88683
O -7.11862 -0.41873 7.18240
H -6.71877 -2.40432 6.84353
H -6.10301 -1.29530 5.60190
H -8.38458 -2.60667 5.07832
H -8.33562 -0.85768 4.74599
C 0.61914 5.86489 -0.33436
C -0.17539 5.60295 0.93077
O 0.78480 5.11164 1.86984
S 2.21274 5.80552 1.57987
O 2.37124 6.90187 2.46983
O 3.18777 4.77842 1.44613
O 1.87305 6.38807 0.11498
H 0.81244 4.93789 -0.88063
H 0.12411 6.57616 -0.99316
H -0.97152 4.87655 0.77927
H -0.59904 6.52732 1.33201
C 14.68258 0.51504 -3.92118
C 13.39202 0.38218 -4.70573
O 12.35647 0.61398 -3.74751
S 12.88154 1.66855 -2.64293
O 12.40899 2.96375 -3.00340
O 12.67824 1.10779 -1.35553
O 14.45178 1.58672 -3.00278
H 14.89086 -0.38930 -3.34448
H 15.53366 0.73933 -4.56165
H 13.28090 -0.59940 -5.16181
H 13.31727 1.15203 -5.47825
*
```

Computed properties:
Kohn-Sham gap, eV: 9.118


[6]
Below is a cluster of 11 separate species, C6H37N2O10 in total at a distorted geometry, with properties calculated with ωB97M-V/def2-TZVPD.

Geometry as ORCA input:
```
! wB97M-V def2-TZVPD RIJCOSX def2/J DEFGRID3
* xyz 1 1
N 0.77626 0.03343 -0.13346
C -0.25310 -0.84464 -0.86099
C -0.29455 -0.40975 -2.33057
C -0.95955 1.08019 -2.29432
C 0.25970 -2.25554 -0.70579
N 0.48125 -2.42336 0.76767
C 1.42042 -3.45209 1.14098
C -0.75450 -2.67866 1.55031
H 1.74538 -0.09441 -0.36639
H 0.52754 1.11431 -0.14763
H 0.62447 -0.02757 0.90495
H -1.20874 -0.56761 -0.38041
H -0.88865 -1.03647 -3.00674
H 0.76345 -0.37902 -2.71354
H -2.02471 0.83269 -2.22455
H -0.52507 1.68569 -1.47731
H -0.74970 1.67769 -3.14722
H 1.08389 -2.34954 -1.40926
H -0.56879 -3.01008 -0.99395
H 1.34546 -4.54404 0.89633
H 1.58106 -3.35174 2.18657
H 2.33387 -3.10996 0.72334
H -0.77691 -1.82905 2.22783
H -0.73735 -3.58481 2.18445
H -1.59788 -2.91760 0.93619
H -1.18942 2.56349 0.34821
H -0.03649 3.40625 0.40321
O -0.23391 2.51099 0.36903
H 2.46305 2.23692 2.17248
H 2.70481 0.78811 2.41746
O 2.90119 1.44136 1.70898
H 0.57374 -0.75678 2.88135
H 0.82146 -0.08969 4.30754
O 0.95257 0.00207 3.29738
H -3.10047 1.19981 0.31655
H -4.24887 0.17089 0.42666
O -3.92520 0.93873 -0.17339
H -2.45500 -1.09516 2.40375
H -1.96324 0.40764 2.51751
O -2.46325 -0.20289 1.95394
H 1.88676 4.36808 -0.87371
H 2.99721 3.44842 -0.26756
O 2.26824 3.38093 -0.78622
H 2.71487 1.26797 -0.90442
H 3.56055 0.79428 -2.29487
O 3.43898 0.82827 -1.34347
H -2.40653 3.72251 -0.91148
H -3.49165 3.17498 -0.01982
O -2.63297 3.56561 0.00819
H -3.10700 -0.18969 -1.32960
H -4.24342 -0.07889 -2.32988
O -3.45454 -0.66796 -2.12145
H 3.60369 -1.88474 -0.58828
H 3.48260 -1.03859 -1.67704
O 2.97903 -1.77102 -1.23750
*
```

Computed properties:
Kohn-Sham gap, eV: 9.257


[7]
Below is a cluster of 2 separate species, CHN4O2 in total at a distorted geometry, with properties calculated with ωB97M-V/def2-TZVPD.

Geometry as ORCA input:
```
! wB97M-V def2-TZVPD RIJCOSX def2/J DEFGRID3
* xyz -1 1
C -1.75305 0.00809 -0.25073
N -4.10826 0.24486 0.09676
N -3.54430 1.25900 0.24836
N -2.41935 -1.00223 -0.31139
N -3.84670 -0.99242 -0.13442
O 1.17449 0.24275 -0.73879
O -0.86586 0.74112 -0.46098
H 0.96770 0.76295 -1.54184
*
```

Computed properties:
Kohn-Sham gap (spin up / spin down), eV: 5.215 / 5.222


[8]
Below is a structure of composition C39H49Br9F2O18 at a distorted geometry, with properties calculated with ωB97M-V/def2-TZVPD.

Geometry as ORCA input:
```
! wB97M-V def2-TZVPD RIJCOSX def2/J DEFGRID3
* xyz 0 1
F -0.88705 3.50203 -0.83028
C -1.90568 4.31113 -1.21903
C -1.61948 5.59816 -1.62388
C -2.61382 6.45804 -2.00685
C -3.95772 6.02739 -1.93360
C -4.26204 4.78531 -1.42661
C -3.26078 3.89815 -1.16411
H -0.59820 5.91413 -1.77735
H -2.34905 7.43414 -2.38568
H -4.75805 6.68955 -2.22923
H -5.27139 4.48529 -1.18660
H -3.46185 2.92964 -0.73055
F 3.92411 3.78225 -5.11491
C 3.26577 3.66734 -3.96427
C 3.92910 4.23737 -2.86346
C 3.29031 4.17324 -1.58212
C 2.05970 3.55622 -1.46419
C 1.41040 3.03765 -2.56487
C 1.98332 3.10499 -3.87437
H 4.90636 4.68472 -2.96954
H 3.78489 4.59658 -0.72039
H 1.60296 3.53898 -0.48567
H 0.41457 2.65745 -2.39123
H 1.38117 2.72520 -4.68652
C 6.71563 2.22657 1.72170
C 5.53155 2.27048 2.68361
C 4.68173 3.59445 2.79451
O 3.49364 3.18157 2.22629
C 3.51488 1.94751 1.79488
O 2.61521 1.42508 1.13580
O 4.62652 1.37188 2.14557
H 7.41030 2.90465 2.21742
H 6.49254 2.53874 0.70146
H 7.15350 1.22996 1.66572
H 5.89059 1.97185 3.66850
H 5.16521 4.37933 2.21287
H 4.67911 3.90800 3.83843
C 0.22399 -6.48006 3.38005
C -0.00511 -5.14203 4.12756
C 1.27430 -4.30759 4.54260
O 1.51865 -3.49317 3.40932
C 0.43286 -3.37164 2.69229
O 0.36216 -2.53307 1.76127
O -0.59376 -4.19540 3.19000
H 0.67080 -7.23020 4.03254
H 0.81255 -6.38819 2.46722
H -0.77038 -6.81280 3.08238
H -0.64680 -5.30988 4.99252
H 2.00987 -5.10888 4.61308
H 1.25702 -3.72713 5.46503
C -1.61342 -5.99245 0.09431
C -2.15171 -5.76656 -1.28513
C -1.18760 -5.07487 -2.19826
O -0.55389 -6.08833 -2.87282
C -1.38110 -7.19859 -2.89500
O -1.26528 -8.23624 -3.55206
O -2.24385 -7.05394 -1.89800
H -2.31719 -6.56526 0.69822
H -1.42206 -5.07619 0.65283
H -0.65888 -6.51844 0.07799
H -3.12680 -5.27962 -1.27163
H -0.41584 -4.52396 -1.66069
H -1.68465 -4.33582 -2.82663
C 0.84494 2.99498 4.34067
C -0.40976 3.45922 3.63758
C -0.67749 2.85157 2.19708
O -1.86956 2.12491 2.24863
C -2.40837 2.23532 3.40088
O -3.49918 1.78483 3.78191
O -1.55083 2.81588 4.27842
H 0.65499 3.21361 5.39149
H 1.57907 3.73842 4.03009
H 1.26527 1.99345 4.24930
H -0.54439 4.53913 3.69887
H 0.20920 2.26480 1.95711
H -0.88650 3.63229 1.46572
C 0.82970 -0.58076 -2.55384
C 0.30320 -1.13798 -1.18824
C -0.23677 -0.10923 -0.16432
O -1.41300 -0.68654 0.26565
C -1.73525 -1.72462 -0.49832
O -2.77850 -2.37254 -0.36632
O -0.84272 -1.90806 -1.38138
H 1.77767 -0.08254 -2.35080
H 0.17114 0.13048 -3.05240
H 0.91565 -1.43190 -3.22931
H 1.13352 -1.71173 -0.77657
H -0.26943 0.91580 -0.53357
H 0.36876 -0.08749 0.74175
C -4.76101 0.14158 0.32756
C -6.21400 0.53757 0.57312
C -6.47158 1.52983 1.73527
O -7.27659 2.49934 1.07267
C -7.17439 2.35864 -0.30789
O -7.65625 3.07239 -1.17098
O -6.51811 1.30746 -0.59495
H -4.45908 -0.19316 -0.66486
H -4.50456 -0.59776 1.08632
H -4.05514 0.95416 0.49946
H -6.93179 -0.28265 0.56228
H -5.56129 2.05245 2.02910
H -6.93416 1.10882 2.62794
C -1.66712 -3.59104 -6.07012
Br -1.94728 -3.02233 -7.92695
Br -1.44540 -2.01301 -4.93975
Br -0.25176 -4.91913 -6.02629
H -2.59199 -4.09183 -5.78388
C 3.91841 -4.81010 -0.83163
Br 4.55097 -4.02354 0.89570
Br 2.71059 -3.67216 -1.97178
Br 2.76850 -6.38322 -0.51518
H 4.81644 -5.13893 -1.35463
C 4.94700 0.77025 -1.80561
Br 4.79463 -0.75845 -0.56181
Br 4.33215 0.40053 -3.63420
Br 6.81063 1.37719 -1.84433
H 4.33935 1.59105 -1.42463
*
```

Computed properties:
Kohn-Sham gap, eV: 8.672


[9]
Below is a cluster of 2 separate species, C3H3NO2 in total at a distorted geometry, with properties calculated with ωB97M-V/def2-TZVPD.

Geometry as ORCA input:
```
! wB97M-V def2-TZVPD RIJCOSX def2/J DEFGRID3
* xyz 0 1
O 1.51928 -0.02918 -0.05729
C 0.76528 0.97749 -0.42148
C 1.04330 2.17579 -1.10533
O -0.46932 1.07054 -0.36627
C -1.65228 -2.15855 0.70032
N -0.53734 -1.88062 0.64910
H 0.92900 -0.75463 0.25100
H 1.09344 3.01477 -0.39732
H -2.69138 -2.41559 0.74729
*
```

Computed properties:
Kohn-Sham gap, eV: 9.214